(1)
This record from the Open Molecules 2025 dataset describes a molecular structure, C31H40BBr51F7N4O2S at a distorted geometry. The level of theory is ωB97M-V/def2-TZVPD.

The geometry in ORCA input format:
```
! RIJCOSX wB97M-V def2-TZVPD def2/J DEFGRID3
* xyz 1 1
C 6.342 -0.201 0.679
C 6.079 0.594 -0.610
C 4.639 0.442 -1.106
C 3.682 1.425 -0.391
C 3.417 2.645 -1.292
C 2.549 2.382 -2.518
C 1.091 2.015 -2.226
N 0.902 0.637 -1.804
B 1.199 -0.427 -2.873
O 2.433 -0.980 -2.925
O 0.178 -0.725 -3.686
C -0.171 -2.122 -3.753
C -1.584 -2.408 -3.254
C 0.449 0.155 -0.693
N 0.331 -1.164 -0.547
C -0.183 -1.333 0.654
S -0.544 -2.874 1.367
N -0.373 -0.191 1.230
N 0.034 0.836 0.424
C -0.064 2.195 0.842
F 1.029 2.872 0.721
F -1.026 2.750 0.137
C -0.513 2.349 2.328
F -0.610 3.641 2.501
F -1.717 1.858 2.475
C 0.496 1.809 3.418
F 1.521 1.212 2.937
F 0.803 2.826 4.157
F -0.166 0.998 4.201
H 5.795 -1.135 0.696
H 7.409 -0.380 0.744
H 6.109 0.416 1.540
H 6.314 1.646 -0.497
H 6.753 0.206 -1.368
H 4.676 0.682 -2.163
H 4.365 -0.607 -1.011
H 2.775 0.959 -0.010
H 4.218 1.800 0.477
H 4.396 2.937 -1.670
H 3.079 3.513 -0.734
H 3.035 1.683 -3.192
H 2.483 3.321 -3.060
H 0.590 2.104 -3.190
H 0.652 2.796 -1.615
H 2.730 -1.091 -2.016
H 0.512 -2.745 -3.187
H -0.083 -2.400 -4.809
H -2.329 -2.396 -4.040
H -1.605 -3.420 -2.863
H -1.934 -1.714 -2.496
H -1.340 -3.413 0.416
H -0.795 -0.185 2.149
C -1.852 5.701 1.336
Br -1.693 7.279 2.437
Br -3.660 5.043 1.284
Br -1.129 5.983 -0.434
H -1.254 4.932 1.799
C 5.305 4.140 3.678
Br 5.404 5.453 5.081
Br 3.471 3.646 3.320
Br 6.213 4.738 2.092
H 5.812 3.254 4.032
C -3.244 -4.176 -7.382
Br -4.676 -3.916 -6.116
Br -3.314 -2.892 -8.812
Br -1.525 -4.186 -6.509
H -3.382 -5.150 -7.828
C -7.876 -4.193 -8.156
Br -8.225 -6.082 -8.289
Br -7.643 -3.391 -9.895
Br -9.225 -3.286 -7.123
H -6.943 -4.080 -7.627
C -5.134 -6.388 -10.871
Br -6.476 -7.580 -11.560
Br -4.084 -7.229 -9.483
Br -4.019 -5.678 -12.272
H -5.649 -5.551 -10.420
C 3.185 -5.507 2.020
Br 3.484 -7.143 1.055
Br 2.467 -4.122 0.881
Br 2.074 -5.779 3.572
H 4.147 -5.165 2.370
C -4.134 5.521 -3.534
Br -3.977 3.599 -3.431
Br -4.173 6.129 -5.361
Br -5.657 6.161 -2.549
H -3.248 5.938 -3.076
C -1.407 8.771 6.356
Br -2.978 8.826 7.471
Br -1.638 9.795 4.741
Br 0.175 9.274 7.333
H -1.272 7.744 6.047
C -7.303 2.717 1.591
Br -7.086 4.285 2.691
Br -9.129 2.108 1.577
Br -6.634 3.014 -0.192
H -6.708 1.929 2.028
C 6.104 -4.477 -1.366
Br 4.452 -5.029 -2.192
Br 5.874 -3.884 0.460
Br 7.448 -5.851 -1.488
H 6.464 -3.627 -1.926
C -0.466 -6.862 7.003
Br 1.271 -7.567 6.561
Br -0.775 -5.149 6.170
Br -1.869 -8.116 6.591
H -0.483 -6.703 8.071
C -2.667 -10.954 9.382
Br -4.334 -11.523 8.596
Br -2.907 -10.350 11.197
Br -1.317 -12.322 9.257
H -2.316 -10.108 8.811
C -5.719 0.292 -5.379
Br -3.981 -0.532 -5.266
Br -6.858 -0.643 -6.619
Br -6.567 0.500 -3.661
H -5.566 1.286 -5.774
C 0.190 5.281 7.848
Br -1.224 4.393 8.812
Br 1.655 5.773 8.996
Br 0.763 4.252 6.324
H -0.217 6.201 7.453
C -1.394 0.257 -8.620
Br -0.728 -0.500 -6.973
Br -3.056 -0.556 -9.150
Br -1.539 2.175 -8.506
H -0.668 0.035 -9.388
C -0.748 9.273 11.308
Br 1.135 9.138 10.923
Br -1.548 10.808 10.461
Br -1.694 7.663 10.846
H -0.841 9.407 12.376
C 10.115 -4.167 1.260
Br 8.705 -3.620 2.459
Br 10.193 -3.058 -0.315
Br 11.816 -4.250 2.156
H 9.877 -5.167 0.930
*
```

The HOMO energy is -9.970 eV.

Atomic partial charges in e from the Mulliken method, atoms 1 to 99: -0.76 -0.91 -0.70 0.55 -1.19 -0.82 -0.82 0.21 0.76 -0.14 -0.49 0.02 -0.49 -0.30 -0.41 0.02 -0.14 -0.22 1.03 0.41 -0.05 -0.19 0.21 -0.62 -0.30 0.74 -0.22 -0.03 -0.33 -0.04 0.44 0.21 0.32 0.48 0.36 0.38 -0.40 0.47 0.52 0.39 0.35 0.54 0.49 0.17 0.08 0.17 0.21 -0.33 0.39 0.18 0.23 0.25 1.21 0.02 0.03 -0.12 -0.95 -0.44 -0.03 0.08 -0.03 0.42 0.30 -0.11 0.16 -0.03 -0.27 0.63 -0.03 -0.03 -0.06 -0.52 0.36 -0.02 -0.02 -0.02 -0.33 -0.36 0.01 0.15 0.00 0.29 -0.17 0.04 -0.03 -0.02 0.18 -0.05 0.00 -0.09 0.02 0.05 -0.36 -0.04 -0.04 0.06 0.36 -0.32 -0.07



(2)
This record from the Open Molecules 2025 dataset describes a molecular structure, C31H40BGeN5O5RuS. The level of theory is ωB97M-V/def2-TZVPD.

The geometry in ORCA input format:
```
! RIJCOSX wB97M-V def2-TZVPD def2/J DEFGRID3
* xyz -1 2
Ru 0.773 0.445 0.716
N 2.772 1.053 -3.175
C 2.044 1.038 -1.996
S 2.112 -0.412 -1.049
N 1.404 2.134 -1.716
N 0.720 2.087 -0.498
C -0.128 3.046 -0.348
C -1.055 3.243 0.748
C -1.932 4.332 0.614
C -2.903 4.624 1.544
C -3.015 3.791 2.666
C -2.170 2.723 2.842
C -1.144 2.407 1.908
O -0.363 1.415 2.160
H 2.915 0.143 -3.579
H 2.466 1.759 -3.827
H -0.178 3.761 -1.169
H -1.834 4.955 -0.270
H -3.565 5.468 1.408
H -3.782 3.989 3.406
H -2.250 2.080 3.709
O 7.037 4.742 0.210
C 6.988 3.948 1.316
O 7.918 3.967 2.081
C 5.785 3.104 1.469
C 4.598 3.296 0.752
C 3.515 2.467 0.922
C 3.555 1.389 1.823
C 4.755 1.203 2.549
C 5.830 2.047 2.376
N 2.462 0.563 1.962
C 2.405 -0.300 2.986
C 1.378 -1.250 3.029
C 1.187 -2.166 4.093
C 0.137 -3.039 4.049
C -0.733 -3.017 2.944
C -0.489 -2.102 1.941
N 0.531 -1.244 1.961
H 6.282 4.541 -0.356
H 4.483 4.127 0.063
H 2.606 2.643 0.377
H 4.856 0.370 3.227
H 6.745 1.890 2.933
H 3.130 -0.274 3.788
H 1.874 -2.147 4.928
H -0.026 -3.739 4.860
H -1.578 -3.687 2.869
H -1.121 -2.068 1.062
C -3.833 -0.649 1.418
Ge -3.625 0.026 -0.402
C -4.623 -1.139 -1.630
C -4.313 1.846 -0.563
C -1.721 0.017 -0.908
H -4.851 -0.478 1.771
H -3.137 -0.150 2.094
H -3.631 -1.721 1.441
H -5.689 -1.120 -1.402
H -4.261 -2.164 -1.538
H -4.486 -0.815 -2.664
H -5.393 1.861 -0.413
H -4.095 2.231 -1.561
H -3.845 2.505 0.170
H -1.209 0.128 0.060
H -1.505 0.907 -1.500
C -1.856 -2.962 -4.308
C -0.713 -2.710 -3.332
C 0.627 -2.898 -4.021
O -0.815 -1.329 -2.931
B -1.299 -1.278 -1.650
O -1.491 -2.536 -1.114
C -0.859 -3.499 -1.979
C 0.471 -3.868 -1.335
C -1.757 -4.722 -2.057
H -1.752 -2.273 -5.147
H -2.821 -2.776 -3.835
H -1.841 -3.983 -4.691
H 0.637 -2.320 -4.946
H 0.794 -3.948 -4.269
H 1.436 -2.544 -3.383
H 1.092 -2.983 -1.197
H 1.018 -4.597 -1.934
H 0.275 -4.300 -0.353
H -2.766 -4.462 -2.371
H -1.813 -5.185 -1.071
H -1.349 -5.457 -2.755
*
```

The expectation value of S² is 0.78. The HOMO energy (alpha / beta) is -3.001 / -4.231 eV.

Partial charges, Mulliken, in e: 0.29 -0.53 0.55 -0.72 -1.30 1.27 -1.34 0.97 -0.65 -0.86 -0.42 -0.57 0.57 -0.37 0.28 0.26 0.26 0.29 0.36 0.34 0.45 -0.50 0.65 -0.60 0.96 -1.31 -0.33 0.85 -0.97 -1.02 0.57 -0.90 0.67 -1.07 -0.35 -1.29 -0.28 0.68 0.29 0.23 0.47 0.24 0.41 0.26 0.43 0.39 0.48 0.58 -1.11 0.67 -1.31 -0.92 1.78 0.51 0.20 0.35 0.46 0.27 0.34 0.45 0.38 0.05 -1.69 0.63 -1.95 1.99 -1.81 -0.69 0.19 -0.38 1.50 -1.72 -2.06 0.50 0.25 0.35 0.44 0.33 0.28 0.04 0.36 0.50 0.35 0.47 0.35



(3)
This record from the Open Molecules 2025 dataset describes a molecular structure, C31H40Br42Cl2IN2 at a distorted geometry. The level of theory is ωB97M-V/def2-TZVPD.

The geometry in ORCA input format:
```
! RIJCOSX wB97M-V def2-TZVPD def2/J DEFGRID3
* xyz 1 1
C 1.433 -3.918 1.062
C 2.759 -3.108 1.184
C 3.492 -2.934 -0.179
C 3.964 -1.471 -0.410
C 3.064 -0.685 -1.415
C 2.360 0.519 -0.760
C 0.957 0.824 -1.382
C -0.072 0.680 -0.251
C -1.533 0.850 -0.652
N -2.160 -0.414 -1.192
N -1.297 -1.360 -1.487
C -1.785 -2.459 -1.980
I -0.488 -4.016 -2.531
C -3.170 -2.612 -2.171
C -4.049 -1.632 -1.835
C -5.499 -1.773 -2.043
Cl -6.171 -0.908 -3.410
C -6.297 -2.530 -1.282
C -5.800 -3.302 -0.087
Cl -7.979 -2.673 -1.656
C -3.478 -0.439 -1.300
C -4.422 0.659 -0.920
H 0.585 -3.223 1.142
H 1.340 -4.603 1.910
H 1.380 -4.498 0.139
H 3.391 -3.676 1.874
H 2.568 -2.141 1.660
H 2.891 -3.291 -1.021
H 4.387 -3.565 -0.133
H 4.008 -0.937 0.546
H 4.986 -1.521 -0.806
H 3.740 -0.359 -2.221
H 2.364 -1.397 -1.872
H 2.283 0.309 0.315
H 3.014 1.391 -0.863
H 0.783 0.061 -2.148
H 0.976 1.824 -1.824
H 0.135 1.503 0.449
H 0.078 -0.229 0.334
H -2.101 1.056 0.270
H -1.720 1.675 -1.344
H -3.538 -3.544 -2.592
H -4.803 -2.990 0.223
H -6.517 -3.128 0.723
H -5.851 -4.376 -0.299
H -3.952 1.598 -0.633
H -5.050 0.878 -1.791
H -5.058 0.343 -0.086
C 2.751 -4.107 -5.375
Br 2.637 -5.885 -4.633
Br 4.189 -3.093 -4.591
Br 2.864 -4.142 -7.294
H 1.829 -3.601 -5.121
C -8.222 1.692 0.125
Br -8.375 -0.047 0.930
Br -6.784 2.714 0.908
Br -8.065 1.592 -1.796
H -9.141 2.223 0.341
C -1.084 0.060 3.621
Br -2.096 -0.674 2.141
Br -1.548 -0.763 5.290
Br 0.807 -0.034 3.288
H -1.349 1.106 3.697
C 3.785 3.045 4.512
Br 4.408 1.587 3.414
Br 2.035 3.642 3.970
Br 3.841 2.605 6.383
H 4.466 3.872 4.358
C 1.274 -2.519 8.204
Br 1.902 -0.914 7.335
Br 0.887 -3.911 6.932
Br 2.495 -3.118 9.567
H 0.342 -2.272 8.697
C 7.748 4.921 4.003
Br 6.198 5.681 3.141
Br 7.362 4.379 5.812
Br 8.503 3.480 2.976
H 8.496 5.701 4.058
C 7.484 -2.901 -7.251
Br 8.215 -2.663 -5.484
Br 6.211 -1.518 -7.680
Br 8.863 -3.036 -8.586
H 6.945 -3.839 -7.250
C 3.993 2.215 -4.079
Br 4.610 3.831 -4.927
Br 3.625 0.826 -5.364
Br 5.210 1.614 -2.712
H 3.058 2.452 -3.590
C 10.323 5.122 8.444
Br 11.625 3.708 8.330
Br 10.118 5.764 10.248
Br 10.720 6.556 7.219
H 9.372 4.704 8.144
C -11.893 0.987 3.240
Br -11.215 2.556 2.343
Br -12.275 -0.442 2.004
Br -10.719 0.415 4.656
H -12.831 1.269 3.698
C 1.197 -0.390 -9.264
Br 0.447 -1.672 -10.488
Br 0.030 -0.059 -7.763
Br 2.959 -0.909 -8.685
H 1.299 0.544 -9.801
C 4.792 4.386 -9.208
Br 6.113 5.195 -8.057
Br 5.410 4.265 -11.027
Br 4.207 2.675 -8.536
H 3.930 5.038 -9.208
C -12.737 6.374 1.601
Br -13.732 5.569 0.162
Br -13.246 5.650 3.311
Br -10.832 6.239 1.314
H -12.984 7.426 1.612
C -3.028 -5.100 8.157
Br -2.414 -3.493 7.281
Br -3.413 -6.493 6.884
Br -1.787 -5.685 9.508
H -3.955 -4.857 8.656
*
```

The HOMO energy is -11.260 eV.

Atomic partial charges in e from the Mulliken method, atoms 1 to 99: -0.83 -0.13 -0.69 -1.07 0.27 -0.43 -0.90 -0.41 -1.40 0.76 -0.67 -0.48 0.19 0.47 -0.25 -0.59 -0.11 0.47 -1.12 -0.11 1.13 -1.22 0.09 0.31 0.20 0.43 -0.04 0.37 0.33 0.37 0.44 -0.41 0.28 0.21 0.43 0.42 0.46 0.66 -0.18 0.68 0.38 0.55 0.22 0.35 0.34 0.50 0.30 0.34 -0.14 -0.06 0.06 -0.05 0.18 -0.09 0.06 -0.01 -0.02 0.08 -0.50 0.03 0.01 0.06 0.44 0.27 0.05 -0.05 -0.01 -0.28 -0.27 0.00 -0.02 -0.03 0.31 -0.32 -0.03 0.06 0.01 0.33 -0.38 -0.02 0.09 -0.03 0.34 -0.13 -0.01 0.19 -0.04 0.11 -0.02 0.00 0.00 -0.01 0.00 -0.37 0.10 -0.02 -0.01 0.34 -0.33



(4)
This record from the Open Molecules 2025 dataset describes a molecular structure, C31H40FN7O3S4SbTi. The level of theory is ωB97M-V/def2-TZVPD.

The geometry in ORCA input format:
```
! RIJCOSX wB97M-V def2-TZVPD def2/J DEFGRID3
* xyz 1 3
Ti 2.085 1.322 0.072
C 4.886 0.779 5.108
S 3.211 0.267 4.687
C 3.008 0.932 3.094
S 1.457 0.648 2.386
N 4.009 1.599 2.579
N 3.716 2.079 1.336
C 4.562 2.865 0.788
C 4.205 3.426 -0.519
C 4.967 4.395 -1.149
C 4.514 4.927 -2.346
C 3.324 4.467 -2.883
C 2.631 3.476 -2.208
N 3.058 2.966 -1.052
H 5.069 0.378 6.103
H 4.963 1.862 5.121
H 5.599 0.365 4.401
H 5.485 3.144 1.286
H 5.889 4.734 -0.696
H 5.088 5.691 -2.854
H 2.941 4.847 -3.819
H 1.717 3.060 -2.609
F -4.588 0.603 -0.190
C -3.639 -0.365 -0.089
C -2.320 -0.006 -0.221
C -1.312 -0.997 -0.168
C 0.047 -0.666 -0.325
O 0.383 0.606 -0.510
C 1.004 -1.729 -0.345
C 0.585 -3.005 -0.171
N -0.719 -3.332 0.083
C -1.085 -4.707 0.266
C -1.574 -5.148 1.616
C -0.220 -5.570 1.127
C -1.713 -2.353 0.029
C -3.049 -2.670 0.171
C -4.044 -1.670 0.125
N -5.416 -2.063 0.237
C -6.097 -2.401 -1.006
C -7.134 -3.492 -0.680
N -7.380 -3.440 0.802
C -7.615 -2.029 1.251
C -6.282 -1.267 1.094
C 2.469 -1.539 -0.595
O 3.149 -2.474 -1.002
O 2.964 -0.360 -0.365
H -2.052 1.024 -0.399
H 1.292 -3.819 -0.222
H -1.543 -5.165 -0.606
H -2.365 -5.886 1.656
H -1.607 -4.392 2.388
H -0.073 -6.594 0.816
H 0.640 -5.111 1.595
H -3.358 -3.690 0.346
H -5.373 -2.784 -1.720
H -6.585 -1.527 -1.457
H -6.765 -4.491 -0.905
H -8.090 -3.341 -1.177
H -6.510 -3.750 1.247
H -8.143 -4.057 1.073
H -7.969 -2.046 2.279
H -8.403 -1.630 0.615
H -5.788 -1.145 2.057
H -6.497 -0.273 0.693
C -1.180 3.613 -1.171
Sb 0.042 3.545 0.589
C 0.045 5.645 0.985
C -1.442 2.973 2.004
H -2.235 3.634 -0.900
H -0.978 2.731 -1.778
H -0.945 4.510 -1.742
H -0.949 6.058 0.824
H 0.752 6.142 0.321
H 0.348 5.823 2.016
H -2.365 3.520 1.821
H -1.073 3.185 3.006
H -1.617 1.901 1.918
S 2.202 0.366 -3.543
C 3.840 0.147 -3.391
N 4.465 -0.953 -2.984
C 5.863 -0.805 -2.609
C 6.412 0.293 -3.510
S 5.005 1.421 -3.739
H 3.926 -1.681 -2.509
H 6.390 -1.747 -2.751
H 5.927 -0.524 -1.553
H 6.711 -0.096 -4.482
H 7.247 0.824 -3.060
*
```

The expectation value of S² is 2.03. The HOMO energy (alpha / beta) is -6.950 / -9.625 eV.

Partial charges, Mulliken, in e: 0.50 -0.80 -0.01 0.61 -0.45 -1.32 1.11 -0.63 0.61 -0.82 -0.42 -1.00 -0.60 1.03 0.33 0.27 0.26 0.37 0.49 0.44 0.47 0.60 -0.39 0.43 -0.81 1.03 0.28 -0.51 0.35 -0.54 0.25 -0.38 -0.46 -0.96 0.11 -0.81 -2.06 0.64 -0.50 -0.84 -0.14 -0.66 -0.54 0.11 -0.87 -0.59 0.69 0.81 0.49 0.31 0.23 0.25 0.35 0.46 0.44 0.34 0.40 0.38 0.39 0.29 0.37 0.34 0.47 0.38 -1.41 0.75 -1.28 -1.23 0.48 0.31 0.41 0.35 0.37 0.38 0.42 0.40 0.28 -0.31 0.38 -0.22 -0.67 -0.51 -0.07 0.29 0.40 0.22 0.34 0.37